Computed, not measured: a cluster of 9 separate species, C19H41O33PS8 in total, with ωB97M-V/def2-TZVPD.

**SMILES**: O=S1(=O)OCCO1.O=S1(=O)OCCO1.O=S1(=O)OCCO1.O=S1(=O)OCCO1.O=S1(=O)OCCO1.O=S1(=O)OCCO1.O=S1(=O)OCCO1.O=S1(=O)OCCO1.CCCPO
**HOMO-LUMO gap**: 8.8 eV
**Charge**: 0
**E_HOMO**: -0.318 hartree

```
102
C19H41O33PS8 (ωB97M-V/def2-TZVPD)
S 6.41203 -0.06860 5.69689
S 10.12276 -3.14236 9.14306
S 1.47424 2.49431 0.76158
S -10.85093 1.57184 -2.73117
S -15.61392 1.62216 -7.90584
S 10.83609 0.97996 -1.55639
S -4.61566 0.98123 -1.91656
S -13.85190 -1.81758 -4.46370
P 7.06457 -2.28148 0.51101
O 9.29463 0.83551 -2.01818
O -4.14952 2.50194 -1.64948
O -15.12388 -1.58457 -3.49792
O 0.26088 2.08004 0.12957
O 5.23297 -0.52618 5.03567
O -15.54538 2.32816 -9.14455
O 6.81020 1.30194 5.68998
O -9.93241 0.45789 -3.44981
O 1.47768 1.96347 2.28313
O -9.68423 2.64660 -2.43418
O 10.52814 -1.60014 9.38766
O -5.55148 0.60288 -0.90828
O 5.70528 -1.50684 1.20550
O -11.30964 1.04008 -1.48982
O -3.20539 0.26892 -1.60156
O -15.69586 2.70424 -6.71207
O 7.65508 -0.96830 5.19942
O 11.50820 -0.24176 -1.85934
O -14.15466 1.03412 -7.55959
O 9.17239 -3.53416 10.12929
O 9.88273 -3.31728 7.74433
O 11.27269 2.09185 -2.64314
O 1.90261 3.85446 0.75837
O -12.92499 -2.66899 -3.79590
O 10.87592 1.57749 -0.26290
O 6.38046 -0.57711 7.22711
O -16.57977 0.59748 -7.66706
O -11.73941 2.13122 -3.69960
O 11.54918 -3.79630 9.51180
O 2.67230 1.56878 0.20942
O -4.90183 0.84228 -3.30981
O -14.60959 -2.66620 -5.60773
O -13.46941 -0.55885 -5.01633
C 8.97212 1.85783 -2.96637
C -2.83844 2.51403 -1.06547
C 2.33375 0.81779 2.39715
C -14.60343 2.50485 -5.80284
C 3.38557 1.00764 1.32218
C -13.49157 1.92029 -6.64816
C 10.94594 -2.35857 0.77835
C 9.76438 -1.34623 0.91869
C -15.92716 -3.00738 -5.16792
C 8.34950 -1.49122 6.34306
C -2.16768 1.26045 -1.58942
C 8.53068 -1.96931 1.65769
C -8.62361 0.98760 -3.69229
C -8.40849 2.01344 -2.59718
C 12.54884 -2.77048 9.53069
C 7.26523 -1.69389 7.38729
C 11.81808 -1.52914 10.00784
C 10.28016 2.16446 -3.67128
C -16.32352 -1.89322 -4.21776
H 13.36735 -3.05095 10.18826
H 10.11060 -0.40340 1.35839
H -14.31924 3.44644 -5.33993
H -12.98593 2.69530 -7.23049
H 8.83180 -2.97754 1.98305
H -2.30617 3.41768 -1.35026
H 12.92608 -2.64226 8.51332
H 11.67922 -1.54122 11.09082
H 8.20469 1.50653 -3.65203
H -8.62001 1.45512 -4.67973
H 9.08070 -0.74600 6.66707
H 10.51204 1.40750 -4.42442
H 8.22062 -1.40621 2.54956
H 1.73510 -0.07729 2.21271
H 4.14681 1.72462 1.63647
H 12.32554 -0.61254 9.71731
H 6.70050 -2.60942 7.19818
H -1.34301 0.94082 -0.96342
H -1.81572 1.39764 -2.61499
H -2.94480 2.48188 0.02062
H -12.76405 1.38010 -6.05194
H 10.28378 3.14854 -4.13287
H 7.65938 -1.71608 8.39896
H 8.85767 -2.40743 6.08818
H 5.00932 -2.13004 1.02438
H 2.76583 0.76576 3.39357
H 11.03367 -2.61046 -0.29102
H -17.11136 -2.19168 -3.53081
H -7.65000 2.74696 -2.85893
H -15.87909 -3.96985 -4.65317
H -14.92237 1.80147 -5.03133
H 9.42285 -1.08822 -0.09579
H 7.41201 -1.52349 -0.64870
H 3.86396 0.07455 1.03896
H 8.60205 2.72837 -2.42032
H -7.88222 0.19294 -3.66499
H 10.79198 -3.30753 1.30585
H -16.63492 -0.99962 -4.76474
H -16.59964 -3.08341 -6.01902
H 11.89577 -1.88453 1.05384
H -8.14110 1.53360 -1.65310
```


Computed, not measured: a structure of composition C19H42AlBrCl3LiMgN4O6S2, with ωB97M-V/def2-TZVPD.

**HOMO-LUMO gap**: 2.7 eV
**Charge**: +2
**E_HOMO**: -0.443 hartree

```
80
C19H42AlBrCl3LiMgN4O6S2 (ωB97M-V/def2-TZVPD)
Br 0.31836 1.35051 6.12944
Cl 0.61836 1.54983 -2.53813
Cl 3.01836 3.42100 3.42452
Cl -2.38164 -3.80205 3.33391
S 1.69089 -1.25542 2.41217
S 2.55492 -0.64552 -0.59513
Al -1.48164 -4.70817 1.03187
Mg 1.21836 -3.06193 5.92218
O 5.05621 -3.11992 5.76465
O -2.69346 3.52837 -5.84463
O -1.61109 -2.35959 4.68473
O 5.58698 -1.05967 5.44413
O -0.20442 -1.68774 -4.60094
O 3.81187 -1.55280 6.55532
N 4.81838 -1.91073 5.92138
N 4.18182 -0.24991 1.82307
N -0.94758 1.07894 1.95794
N -4.53547 4.72585 -5.37926
C 5.36190 -1.02266 1.27441
C -3.02074 0.04416 1.03093
C -4.37774 3.58013 -7.54728
C -0.32983 -1.34162 -0.51384
C 5.42066 -2.48328 2.08717
C -0.68917 -3.01817 -4.49357
C -1.61751 0.79178 0.63124
C -0.93746 0.17475 4.54100
C -3.09900 0.17664 2.69202
C 0.09659 -3.93083 -5.41212
C -1.48642 0.09459 2.99843
C 2.85866 -0.70908 1.25176
C -3.79706 3.93178 -6.20654
C 2.99856 2.11370 1.50977
C 4.37100 1.24880 1.74653
C -5.84140 5.29357 -5.62315
C -0.72839 0.24320 -0.63897
C 1.13563 -1.74389 -1.12751
C -0.84336 -1.27499 5.31597
Li -0.58164 2.86195 -3.92408
H 2.10484 1.80066 2.20924
H -1.99252 1.83924 0.21678
H 1.16148 -3.90759 -5.15861
H -5.31488 3.03158 -7.41596
H 5.24204 1.52773 0.97919
H -1.20594 -0.95440 2.52300
H 0.08675 1.09893 1.77778
H -6.51809 4.93350 -4.84552
H -4.54758 4.48963 -8.13070
H -0.26188 -4.96135 -5.33782
H -0.58187 -3.33768 -3.45280
H -1.57459 0.89695 5.22616
H -3.37818 1.26009 3.08598
H -3.98164 0.67218 0.71409
H 0.00972 -3.60137 -6.45266
H 0.27924 -1.64893 5.41529
H -1.17331 2.05443 2.31724
H 1.05837 -1.63902 -2.31331
H 4.75119 -2.41746 3.07015
H -1.24935 -1.18887 6.43286
H -5.75692 6.37993 -5.55452
H -3.67834 2.94355 -8.09515
H 4.79711 1.58240 2.81074
H 3.25227 3.24237 1.78974
H -4.08198 4.92096 -4.49432
H 1.35220 -2.89423 -0.92304
H 0.15472 0.61858 4.49460
H 5.30961 -1.16140 0.10949
H 6.38112 -0.47976 1.57756
H -6.23676 5.02149 -6.60264
H 0.17151 0.97662 -0.78310
H -1.13454 -1.93685 -1.16456
H -3.55884 -0.72571 3.28090
H 6.51093 -2.79079 2.38965
H -3.03032 -1.09091 0.71211
H -0.51007 -1.72880 0.60081
H -1.75322 -3.02583 -4.74895
H -1.40862 0.35814 -1.61024
H -0.31200 -1.41042 -5.52687
H 2.69341 2.12761 0.35572
H -0.94762 -2.79385 4.03999
H 4.96006 -3.35289 1.44232
```


Computed, not measured: a cluster of 5 separate species, C19H42BrN2O4 in total, with ωB97M-V/def2-TZVPD.

**HOMO-LUMO gap**: 6.7 eV
**Charge**: +1
**E_HOMO**: -0.432 hartree

```
68
C19H42BrN2O4 (ωB97M-V/def2-TZVPD)
Br -2.56698 3.47473 0.21540
O 0.23187 -7.00768 -0.53010
O 0.29232 -1.20295 -1.16196
O 1.01469 9.01952 0.84192
O -1.38117 -4.57885 -1.74262
N 0.97395 5.37610 2.02544
N 2.07588 5.04975 1.35473
C 0.80219 -0.62203 -2.36438
C -0.98863 1.05705 0.62292
C -2.08257 -4.06788 -0.61393
C -0.01195 4.53197 1.91857
C 0.83491 -9.33072 -0.18139
C 0.28378 9.64982 1.89924
C 2.16405 -1.20481 -2.70549
C 2.26924 -7.80215 -1.57825
C -1.15405 -4.01485 0.58799
C 1.20059 3.06362 0.48589
C -0.19089 -0.79781 -3.50147
C 0.02879 3.33579 1.16429
C -3.32758 -4.89272 -0.32909
C -0.94072 8.82080 2.24411
C 0.85786 -8.14761 -1.13397
C -1.19378 2.46589 1.15323
C 2.23413 3.97440 0.60887
C 1.18099 9.86804 3.10621
C -2.26952 0.29749 0.26360
H -0.63013 7.82982 2.59196
H -2.50455 0.42526 -0.78846
H 0.16499 -0.32270 -4.41613
H -1.57248 8.68401 1.36621
H -1.09986 -5.47921 -1.52318
H -3.97682 -4.91665 -1.20384
H 2.58150 -0.73941 -3.59889
H -0.02667 10.61510 1.49960
H 2.86266 -1.06587 -1.87948
H 0.74413 -6.76940 0.25040
H -2.37675 -3.05222 -0.89235
H 2.25982 -6.95364 -2.26256
H -1.15801 -0.36725 -3.23933
H -0.18639 -9.56149 0.12063
H 1.29425 8.16375 1.18196
H 2.88267 -7.53064 -0.71445
H -0.34461 -1.86045 -3.70312
H 0.17880 -2.14882 -1.32641
H -3.11556 0.60204 0.87552
H 0.64943 10.38055 3.90800
H -0.26710 -3.42320 0.35284
H 1.33212 2.17654 -0.11242
H -3.89099 -4.48652 0.51245
H 1.40815 -9.10211 0.72145
H -1.53550 2.40187 2.18648
H -0.48030 0.50482 1.41655
H 2.84143 5.70545 1.45455
H 2.74186 -8.64739 -2.07853
H 2.05308 10.46129 2.83324
H -0.81595 -5.01895 0.84916
H -3.04787 -5.92187 -0.09043
H -0.91550 4.79543 2.45084
H -1.53443 9.28650 3.03079
H 0.24629 -8.37258 -2.00847
H -2.09974 -0.76219 0.43525
H -1.64496 -3.58095 1.46119
H 0.91132 0.44569 -2.14243
H 3.18541 3.84634 0.11425
H 1.26926 -10.21663 -0.64455
H -0.33111 1.03177 -0.24196
H 1.53500 8.90687 3.49354
H 2.07575 -2.27783 -2.88960
```


Computed, not measured: a structure of composition C19H42MnNO2P3S, with ωB97M-V/def2-TZVPD.

**Multiplicity**: 5
**HOMO-LUMO gap (spin up / spin down)**: 8.2 / 4.3 eV
**Charge**: +3
**E_HOMO (spin up / spin down)**: -0.620 / -0.578 hartree

```
69
C19H42MnNO2P3S (ωB97M-V/def2-TZVPD)
Mn -0.27033 -0.06189 0.98682
S 2.25879 0.36213 -4.62066
P 1.41970 1.10624 -0.27288
P -2.05427 -1.46012 2.09972
P -1.72352 1.87759 1.09750
O 0.43744 2.13934 3.54098
O 0.60601 -0.14660 3.43915
N 1.23352 -0.39067 5.83279
C -2.83028 2.02831 2.54389
C 1.79835 -2.76861 -7.87066
C 0.81279 1.01344 3.94671
C -1.77358 -3.27109 2.19868
C 0.67341 -1.88880 0.51579
C -3.63751 -1.37694 1.16294
C 2.33470 2.46668 0.52534
C 2.78836 0.10190 -0.96520
C 2.70567 -2.06726 -5.73637
C 1.63407 0.90857 5.22239
C -0.29363 -1.56671 -0.51456
C -0.92606 3.52107 1.14488
C 1.38264 -0.51181 -7.07549
C -2.83500 1.92746 -0.36538
C 1.22669 -1.49864 -8.05291
C 2.54368 -3.04680 -6.71566
C 2.09983 -0.80630 -5.90049
C -2.52166 -1.11758 3.83564
C 0.62384 1.83918 -1.76689
H -0.28723 3.55886 2.03983
H 0.23106 -0.38309 6.08705
H 1.66693 -3.54070 -8.63122
H 1.36364 -1.11624 5.10963
H 1.45519 1.72838 5.90832
H -3.41794 -1.54086 0.09898
H -4.34170 -2.15198 1.50359
H -0.93365 -3.47481 2.87624
H 1.47138 1.33905 -5.12917
H -3.53957 -1.47925 4.04596
H 3.00654 -4.02673 -6.56313
H 1.36747 2.24546 -2.46698
H 0.95947 0.48588 -7.18739
H 2.40850 -0.74882 -1.54381
H 0.09830 -1.21043 -1.47649
H -0.07688 2.62969 -1.47066
H 3.39165 -0.29435 -0.13719
H 0.05561 1.05637 -2.28691
H -4.09201 -0.38363 1.27362
H 3.41586 0.72508 -1.61816
H -3.40728 2.96144 2.45761
H 2.70367 0.86009 5.00393
H 1.64260 3.15990 1.01442
H -0.32103 3.69699 0.24862
H -2.22822 1.95996 -1.28082
H 2.95575 3.00569 -0.20614
H 0.65741 -1.27375 -8.95724
H 3.28686 -2.24313 -4.82874
H 1.73437 -1.73791 0.28609
H -1.81039 -1.63674 4.49308
H -3.45060 1.01737 -0.39042
H 1.76612 -0.62026 6.66943
H -1.70635 4.29305 1.21819
H -1.22962 -2.13628 -0.53961
H -3.52350 1.18108 2.60847
H -3.48698 2.81346 -0.32412
H -2.68280 -3.75890 2.58108
H 2.97497 2.03347 1.30609
H -1.52314 -3.68321 1.21436
H 0.41564 -2.65111 1.25845
H -2.20691 2.07318 3.44949
H -2.47688 -0.04438 4.04959
```


Computed, not measured: a cluster of 10 separate species, C19H42N9O13 in total, with ωB97M-V/def2-TZVPD.

**HOMO-LUMO gap**: 7.5 eV
**Charge**: -1
**E_HOMO**: -0.211 hartree

```
83
C19H42N9O13 (ωB97M-V/def2-TZVPD)
O 1.42167 -3.11621 1.95618
O -1.10110 -0.49768 2.79426
O 3.52272 -3.00204 2.46644
O 4.33762 0.97723 -3.53715
O -1.75827 0.53393 0.99203
O -2.26573 -2.29310 -2.27892
O -6.50017 1.30190 -2.39130
O 1.57147 -1.26793 -0.99893
O -2.32301 3.31406 -2.03627
O 2.62974 0.73988 -4.86141
O -5.67348 -0.68020 -2.72416
O -1.11143 3.90713 -0.33533
O -1.84714 -1.19203 -4.11203
N 3.44846 0.31625 -4.05731
N -1.30028 5.24383 3.17727
N -1.24219 3.47300 -1.46873
N -5.56299 0.49082 -2.41505
N 3.20940 -4.49975 -3.24297
N -1.50378 -2.01395 -3.21934
N 2.44710 -2.53560 2.19723
N 2.65825 1.40688 5.09901
N -1.35613 -0.45485 1.56907
C 1.59885 2.78735 2.19826
C 1.17142 -0.08277 -1.48244
C -2.18245 4.87555 2.53919
C 1.39798 -5.20161 -0.23494
C -0.14646 -2.61629 -3.25343
C -3.42181 4.25459 1.95717
C 2.39418 -1.06947 2.00254
C -4.21875 0.98736 -2.02017
C -3.75499 2.56210 3.85741
C 2.58140 -4.34786 -0.72570
C -1.37941 -1.76987 0.93116
C -3.55376 2.82930 2.33841
C 0.01925 3.14364 -2.15767
C 3.04800 -4.50560 -2.09490
C 0.84543 2.25788 3.39850
C 1.91916 -6.64624 0.09842
C 1.79669 1.75520 4.40684
C 2.55889 3.99280 2.53642
C 3.30142 -1.14595 -3.66254
H 4.18279 -1.38036 -3.08615
H 2.07068 4.80394 3.11946
H -0.26202 -3.70194 -3.04562
H -2.35422 -1.81661 0.54868
H -4.06711 1.55212 4.05518
H 0.65173 -0.09576 -2.46059
H 0.28623 -2.35477 -4.20565
H 0.53492 4.10437 -2.19371
H 2.26103 -3.27199 -0.78653
H 3.45515 -4.54315 -0.02300
H -3.62841 0.07346 -1.95493
H 3.16923 -1.75115 -4.55219
H 2.79815 -6.84391 -0.54526
H -0.59732 -1.81311 0.17012
H 1.49574 -0.67640 2.40329
H 3.30256 -0.66080 2.41213
H 3.43322 3.66817 3.05151
H 2.45739 -1.25018 -2.95380
H 0.63090 -5.31978 -1.03599
H 2.24201 -1.03544 0.87175
H 0.54686 2.33934 -1.60850
H -2.91710 2.84209 4.51625
H 1.12367 -7.37128 -0.18129
H 0.14673 1.45842 2.97641
H -4.37998 2.37873 1.75244
H 0.42563 -2.21405 -2.40108
H -1.20081 -2.47527 1.69428
H -4.38257 1.61302 -1.10963
H 0.95749 -4.78851 0.61896
H 2.21819 2.00040 1.80569
H 2.21927 -6.68672 1.22731
H 2.87078 4.49533 1.57225
H -3.27856 4.23722 0.88094
H -4.51286 3.30143 4.20845
H -3.85095 1.57979 -2.87047
H 1.98055 0.76709 -1.65195
H 0.19067 3.06704 3.82361
H -0.30165 2.84980 -3.12283
H 0.43755 0.36528 -0.76901
H 0.91226 3.09581 1.41261
H -4.24954 4.91874 2.28687
H -2.69404 2.32790 1.94487
```


Computed, not measured: a structure of composition C19H42NO3P3Rh, with ωB97M-V/def2-TZVPD.

**Multiplicity**: 5
**HOMO-LUMO gap (spin up / spin down)**: 7.5 / 5.4 eV
**Charge**: +3
**Energy above the lowest of the compared OMol25 structures with the same formula, charge and spin**: 0.443 eV
**E_HOMO (spin up / spin down)**: -0.554 / -0.602 hartree

```
69
C19H42NO3P3Rh (ωB97M-V/def2-TZVPD)
Rh 0.30587 0.77104 -0.34628
P 1.47950 -0.32506 1.03456
P -1.42625 -2.97129 -1.62128
P 1.41868 2.52897 -0.56975
O -1.29525 1.28904 1.17731
O -1.30804 0.86792 -1.61550
O -2.94544 -0.10866 0.46833
N -2.63812 2.16814 3.19565
C -1.88431 2.50270 -5.53245
C 3.15571 2.10514 -1.00091
C -0.87351 2.10927 -6.28902
C -2.53377 0.51626 -3.54957
C -1.91923 -3.18648 0.06144
C 1.25537 3.58830 0.90908
C -1.25420 0.73479 -2.89276
C 0.55624 -1.37102 2.19039
C 2.54540 0.61240 2.20327
C -3.44735 1.49355 2.16143
C -0.07426 0.39065 -3.58989
C -0.22007 -0.70138 -4.43725
C 0.80653 3.58050 -1.91015
C -2.50183 0.82247 1.14386
C -1.46342 -1.23741 -4.76271
C -2.76526 -3.10880 -2.75185
C 2.48243 -1.54318 0.08657
C -0.01162 -3.97399 -2.00518
C -2.66578 -0.63506 -4.31043
H -1.54723 -2.15399 -5.38989
H -2.92230 2.21100 -5.76214
H -1.92944 2.78079 2.78008
H 0.60479 -1.19242 -4.93778
H -4.05092 0.71989 2.64545
H 2.23532 3.88423 1.30728
H -1.02467 -3.45037 0.64822
H 1.06838 -1.43209 3.15893
H 0.67751 3.06208 1.68533
H -1.68551 3.19816 -4.69837
H -4.09719 2.24007 1.69390
H 3.15025 -0.10401 2.78296
H -1.08369 -1.64360 -1.97529
H -3.65534 -1.12512 -4.48384
H -3.46025 -2.29182 -2.49534
H 1.80514 -2.25849 -0.42216
H -2.10200 1.46712 3.71613
H -3.21626 -4.10629 -2.75063
H 3.72134 3.03279 -1.20712
H -0.81079 1.15498 -6.82326
H -2.35444 -2.23010 0.39606
H 3.09738 -1.02346 -0.66547
H -0.43441 -0.93965 2.33517
H 3.15111 -2.10327 0.76077
H -3.20763 2.68800 3.85425
H 3.13901 1.47694 -1.91670
H 1.18129 3.27290 -2.88908
H 0.00582 2.75790 -6.33523
H 0.48733 -4.37812 -1.10509
H 3.65748 1.52110 -0.20448
H 1.13154 4.60262 -1.70146
H -2.31052 -2.87868 -3.71989
H 0.67388 4.47671 0.62469
H -0.37386 -4.80827 -2.64075
H -3.30609 1.23848 -3.27597
H 0.86986 0.87201 -3.30065
H 1.89579 1.13844 2.92577
H -2.67878 -3.99276 0.14029
H -0.28380 3.57880 -1.95776
H 0.72915 -3.36688 -2.55455
H 3.22791 1.33960 1.73504
H 0.44201 -2.37754 1.79031
```


| no. | strongest force on any atom (eV/A) |
| --- | --- |
| 1 | 1.68 |
| 2 | 6.93 |
| 3 | 0.51 |
| 4 | 2.25 |
| 5 | 3.32 |
| 6 | 4.95 |